[1]
DFT (the ωB97M-V functional and the def2-TZVPD basis) results for 6 unconnected molecules or ions with the total composition C28H55BrClFNO19S5.

Summary:
HOMO level	-12.1	eV
total charge	+1
lowest unoccupied orbital energy	-5.691	eV
multiplicity	1

Last column: Löwdin charge in e.
Atoms and positions in Å:
C (3.329, -3.322, -3.148)  -0.115
C (4.190, -2.041, -2.509)  -0.226
C (3.047, -0.843, -2.283)  -0.643
Br (2.685, 0.244, -3.921)  0.755
C (3.395, 0.020, -0.933)  0.000
C (2.870, -0.595, 0.531)  -0.009
C (2.070, -2.028, 0.693)  -0.089
C (2.909, -2.874, 1.867)  -0.193
O (2.095, -2.872, 3.091)  -0.150
C (2.977, -2.923, 4.274)  -0.129
O (3.643, -4.062, 4.503)  0.001
C (3.155, 0.263, 1.924)  0.103
N (3.915, 1.605, 1.917)  -0.102
C (4.068, 2.266, 3.284)  -0.054
C (2.603, 2.907, 3.775)  -0.184
O (2.229, 2.841, 5.083)  -0.012
O (1.671, 3.542, 2.785)  0.002
C (4.464, 2.200, 0.609)  -0.317
Cl (5.437, 3.812, 0.620)  0.641
C (4.215, 1.437, -0.858)  -0.003
F (4.769, 2.060, -2.083)  -0.050
H (2.640, -3.804, -2.302)  0.084
H (2.560, -2.834, -3.916)  0.058
H (4.009, -4.114, -3.676)  0.099
H (4.563, -2.435, -1.449)  0.117
H (5.081, -1.702, -3.187)  0.125
H (2.040, -1.439, -2.046)  0.108
H (0.944, -1.899, 0.994)  0.151
H (2.160, -2.713, -0.280)  0.112
H (4.006, -2.469, 2.004)  0.141
H (3.034, -3.996, 1.480)  0.156
H (3.046, -1.943, 4.926)  0.166
H (2.767, -0.187, 2.957)  0.152
H (4.325, 1.443, 4.079)  0.158
H (4.856, 3.131, 3.315)  0.140
H (1.343, 2.837, 2.149)  0.122
O (-1.304, -1.692, 5.917)  -0.292
S (-2.311, -0.762, 6.379)  0.631
O (-3.488, -0.451, 5.596)  -0.293
O (-1.587, 0.633, 6.813)  -0.257
C (-0.754, 1.290, 5.869)  -0.284
C (-1.572, 2.030, 4.828)  -0.060
C (-2.835, -1.254, 8.003)  -0.114
H (-0.063, 0.581, 5.401)  0.105
H (-0.147, 2.012, 6.426)  0.118
H (-2.122, 1.331, 4.190)  0.064
H (-0.925, 2.635, 4.185)  0.068
H (-2.310, 2.681, 5.305)  0.095
H (-1.954, -1.446, 8.616)  0.077
H (-3.430, -2.164, 7.904)  0.081
H (-3.444, -0.457, 8.434)  0.079
O (2.490, 6.875, 7.842)  -0.277
S (3.746, 6.295, 7.418)  0.628
O (4.985, 6.544, 8.124)  -0.283
O (3.972, 6.616, 5.836)  -0.279
C (3.920, 7.968, 5.401)  -0.281
C (5.198, 8.710, 5.742)  -0.076
C (3.536, 4.539, 7.260)  -0.132
H (3.043, 8.476, 5.816)  0.119
H (3.797, 7.949, 4.313)  0.121
H (5.307, 8.829, 6.824)  0.074
H (5.199, 9.707, 5.291)  0.084
H (6.074, 8.157, 5.388)  0.084
H (2.628, 4.341, 6.688)  0.043
H (3.447, 4.119, 8.264)  0.083
H (4.412, 4.122, 6.759)  0.069
O (2.158, -2.196, -6.127)  -0.341
S (0.777, -2.266, -6.552)  0.611
O (-0.060, -3.411, -6.264)  -0.284
O (0.695, -1.945, -8.148)  -0.256
C (1.488, -2.717, -9.039)  -0.266
C (0.883, -4.087, -9.275)  -0.071
C (-0.063, -0.806, -5.989)  -0.134
H (2.518, -2.795, -8.674)  0.117
H (1.522, -2.173, -9.989)  0.129
H (0.917, -4.694, -8.365)  0.076
H (1.429, -4.622, -10.058)  0.087
H (-0.168, -4.002, -9.568)  0.071
H (0.538, 0.068, -6.243)  0.060
H (-0.180, -0.880, -4.906)  0.065
H (-1.044, -0.756, -6.466)  0.066
O (-6.392, -2.507, 0.096)  -0.287
S (-6.598, -1.150, 0.553)  0.624
O (-5.822, -0.040, 0.042)  -0.295
O (-6.539, -1.123, 2.182)  -0.264
C (-5.394, -1.657, 2.831)  -0.268
C (-4.221, -0.698, 2.765)  -0.096
C (-8.320, -0.751, 0.387)  -0.123
H (-5.131, -2.635, 2.413)  0.118
H (-5.666, -1.817, 3.880)  0.125
H (-3.862, -0.585, 1.738)  0.070
H (-3.389, -1.061, 3.375)  0.055
H (-4.513, 0.297, 3.116)  0.087
H (-8.914, -1.561, 0.812)  0.076
H (-8.540, -0.642, -0.677)  0.077
H (-8.516, 0.191, 0.905)  0.076
O (-3.564, -2.282, -6.441)  -0.289
S (-3.578, -2.488, -7.873)  0.618
O (-3.041, -1.511, -8.796)  -0.290
O (-5.093, -2.871, -8.340)  -0.264
C (-6.155, -1.994, -7.991)  -0.277
C (-6.180, -0.770, -8.886)  -0.077
C (-2.833, -4.060, -8.228)  -0.113
H (-6.095, -1.712, -6.934)  0.116
H (-7.087, -2.554, -8.123)  0.126
H (-5.305, -0.138, -8.713)  0.070
H (-7.074, -0.169, -8.694)  0.082
H (-6.166, -1.061, -9.942)  0.087
H (-3.265, -4.814, -7.569)  0.083
H (-1.760, -3.973, -8.047)  0.033
H (-3.014, -4.308, -9.276)  0.081

[2]
DFT (the ωB97M-V functional and the def2-TZVPD basis) results for 10 unconnected molecules or ions with the total composition H20O10.

Summary:
HOMO level (spin up / spin down)	-0.2 / -7.5	eV
energy above the lowest of the compared OMol25 structures with the same formula, charge and spin	0.0	kcal/mol
total charge	-1
lowest unoccupied orbital energy (spin up / spin down)	2.780 / 2.678	eV
<S²>	0.75
multiplicity	2

Last column: natural (NBO) charge in e.
Atoms and positions in Å:
O (0.266, -0.035, 0.153)  -1.004
H (1.083, 0.326, -0.191)  0.502
H (-0.358, 0.688, 0.099)  0.464
O (0.927, 0.223, -3.349)  -1.021
H (1.345, 0.728, -2.652)  0.489
H (1.588, 0.175, -4.040)  0.437
O (-2.805, 1.240, 0.282)  -0.983
H (-3.340, 1.393, -0.497)  0.479
H (-2.738, 0.287, 0.344)  0.518
O (-2.358, 3.730, 0.712)  -0.990
H (-1.818, 3.984, -0.037)  0.452
H (-2.433, 2.779, 0.642)  0.481
O (2.062, 1.618, -1.167)  -1.420
H (1.893, 2.511, -0.867)  0.407
H (3.012, 1.517, -1.100)  0.340
O (-2.387, -1.488, 1.736)  -0.997
H (-1.674, -1.051, 2.201)  0.494
H (-1.949, -2.112, 1.157)  0.493
O (3.206, -1.576, -1.382)  -1.038
H (2.716, -1.119, -2.065)  0.472
H (4.088, -1.207, -1.431)  0.435
O (2.083, -2.647, 1.083)  -0.989
H (2.486, -2.245, 0.313)  0.488
H (1.157, -2.411, 1.021)  0.480
O (-1.312, 0.934, 3.281)  -0.947
H (-1.291, 1.541, 2.541)  0.479
H (-2.088, 1.191, 3.780)  0.466
O (-0.573, -2.938, 0.179)  -0.970
H (-0.478, -3.766, -0.292)  0.479
H (-0.310, -2.270, -0.454)  0.502

[3]
DFT (the ωB97M-V functional and the def2-TZVPD basis) results for 2 unconnected molecules or ions with the total composition CH3N3O.

Summary:
HOMO level (spin up / spin down)	-9.6 / -9.4	eV
energy above the lowest of the compared OMol25 structures with the same formula, charge and spin	153.6	kcal/mol
lowest unoccupied orbital energy (spin up / spin down)	-0.180 / -1.560	eV
multiplicity	1

Last column: natural (NBO) charge in e.
Atoms and positions in Å:
C (-1.978, -0.314, 0.257)  0.479
N (-1.045, -0.940, -0.197)  0.013
N (-2.989, 0.345, 0.039)  -0.640
N (1.722, -0.170, 0.164)  -0.590
O (0.033, -1.525, -0.191)  -0.254
H (1.379, 0.053, -0.774)  0.295
H (-3.602, 0.708, 0.764)  0.393
H (2.054, -1.108, 0.018)  0.302

[4]
DFT (the ωB97M-V functional and the def2-TZVPD basis) results for a molecular structure, C11H20N3O4V.

Summary:
HOMO level (spin up / spin down)	-19.0 / -19.0	eV
total charge	+3
lowest unoccupied orbital energy (spin up / spin down)	-12.877 / -13.545	eV
<S²>	1.04
multiplicity	2

Last column: natural (NBO) charge in e.
Atoms and positions in Å:
V (0.496, 0.513, -0.046)  1.342
C (-1.209, 0.603, -2.326)  -0.296
O (0.207, 0.552, -2.004)  -0.499
C (1.018, 1.599, -2.599)  -0.103
C (0.859, 2.882, -1.779)  -0.102
O (0.669, 2.425, -0.411)  -0.557
C (1.063, 3.286, 0.694)  -0.092
C (0.359, 2.721, 1.916)  -0.099
O (0.399, 1.264, 1.831)  -0.572
C (0.324, 0.605, 3.127)  -0.259
H (-1.355, 0.728, -3.398)  0.263
H (-1.712, 1.424, -1.805)  0.207
H (-1.645, -0.349, -2.035)  0.233
H (0.743, 1.758, -3.641)  0.266
H (2.047, 1.242, -2.559)  0.233
H (-0.005, 3.475, -2.081)  0.241
H (1.754, 3.500, -1.863)  0.256
H (0.746, 4.313, 0.513)  0.265
H (2.149, 3.257, 0.799)  0.227
H (-0.685, 3.039, 1.957)  0.231
H (0.860, 3.060, 2.822)  0.259
H (1.216, 0.832, 3.712)  0.237
H (0.262, -0.467, 2.966)  0.217
H (-0.554, 0.953, 3.670)  0.237
N (-1.743, -5.169, 0.313)  -0.628
C (-1.273, -3.949, 0.218)  0.313
C (-1.826, -2.866, 0.971)  -0.247
C (-1.287, -1.627, 0.855)  0.037
N (-0.219, -1.337, 0.044)  -0.560
C (0.289, -2.364, -0.714)  0.058
C (-0.186, -3.631, -0.658)  -0.253
H (-2.520, -5.396, 0.919)  0.443
H (-1.345, -5.931, -0.220)  0.443
H (-2.670, -3.026, 1.628)  0.273
H (-1.720, -0.805, 1.415)  0.228
H (1.101, -2.127, -1.390)  0.232
H (0.266, -4.397, -1.275)  0.275
O (3.085, -0.493, 0.308)  0.021
N (2.042, -0.100, 0.126)  0.232

[5]
DFT (the ωB97M-V functional and the def2-TZVPD basis) results for a molecular structure, C38H36BN11STi.

Summary:
HOMO level (spin up / spin down)	-5.2 / -7.8	eV
energy above the lowest of the compared OMol25 structures with the same formula, charge and spin	20.4	kcal/mol
lowest unoccupied orbital energy (spin up / spin down)	0.505 / 0.023	eV
<S²>	2.02
multiplicity	3

Last column: Löwdin charge in e.
Atoms and positions in Å:
Ti (-0.315, 0.082, -0.114)  1.013
C (-2.538, 3.888, 0.161)  -0.039
C (-1.659, 2.991, -0.448)  -0.145
N (-1.290, 2.044, 0.412)  -0.033
N (-1.901, 2.319, 1.583)  -0.013
C (-2.656, 3.418, 1.454)  -0.065
B (-1.463, 1.693, 2.918)  -0.529
N (-1.303, 0.160, 2.800)  -0.007
C (-1.722, -0.708, 3.733)  -0.061
C (-1.012, -1.886, 3.606)  -0.031
C (-0.147, -1.647, 2.541)  -0.154
N (-0.320, -0.416, 2.059)  -0.037
N (-0.146, 2.363, 3.336)  -0.043
C (0.155, 2.882, 4.542)  -0.089
C (1.426, 3.412, 4.474)  -0.088
C (1.824, 3.154, 3.154)  -0.185
N (0.879, 2.514, 2.481)  0.071
H (-3.009, 4.751, -0.273)  0.093
H (-1.284, 2.965, -1.458)  0.115
H (-3.199, 3.799, 2.302)  0.122
H (-2.282, 1.925, 3.765)  0.119
H (-2.486, -0.415, 4.433)  0.123
H (-1.107, -2.782, 4.192)  0.097
H (0.587, -2.295, 2.088)  0.116
H (-0.562, 2.856, 5.345)  0.114
H (1.968, 3.923, 5.251)  0.087
H (2.745, 3.411, 2.654)  0.105
C (2.380, 3.129, -1.538)  -0.089
C (2.559, 3.041, -2.910)  -0.093
C (1.818, 2.121, -3.630)  -0.056
C (0.914, 1.267, -2.990)  -0.198
C (0.779, 1.280, -1.594)  -0.208
C (1.506, 2.256, -0.905)  -0.199
C (0.051, 0.387, -3.817)  -0.218
C (-0.187, 0.719, -5.184)  -0.006
C (-0.994, -0.071, -5.938)  -0.010
C (-1.587, -1.215, -5.359)  -0.163
C (-2.430, -2.090, -6.078)  -0.043
C (-2.984, -3.177, -5.463)  -0.088
C (-2.713, -3.430, -4.104)  -0.070
C (-1.902, -2.597, -3.386)  0.002
C (-1.317, -1.461, -3.994)  -0.195
N (-0.513, -0.653, -3.245)  0.171
H (2.923, 3.868, -0.959)  0.098
H (3.258, 3.692, -3.422)  0.097
H (1.966, 2.060, -4.700)  0.096
H (1.394, 2.346, 0.172)  0.049
H (0.239, 1.617, -5.604)  0.099
H (-1.201, 0.170, -6.974)  0.116
H (-2.629, -1.886, -7.123)  0.110
H (-3.628, -3.847, -6.016)  0.099
H (-3.153, -4.297, -3.625)  0.103
H (-1.685, -2.788, -2.348)  0.086
C (-4.647, -0.282, -0.584)  -0.069
C (-4.836, -1.532, 0.058)  -0.075
C (-3.747, -2.304, 0.339)  -0.022
C (-2.453, -1.848, -0.002)  -0.248
N (-2.276, -0.567, -0.482)  -0.025
C (-3.374, 0.152, -0.810)  -0.126
C (-1.291, -2.678, -0.031)  -0.297
C (-1.292, -4.068, 0.231)  -0.026
C (-0.173, -4.802, -0.057)  -0.073
C (0.953, -4.175, -0.622)  -0.065
C (0.917, -2.811, -0.791)  -0.175
N (-0.142, -2.071, -0.451)  -0.032
H (-5.483, 0.338, -0.871)  0.098
H (-5.830, -1.876, 0.305)  0.101
H (-3.868, -3.274, 0.801)  0.103
H (-3.182, 1.120, -1.253)  0.103
H (-2.178, -4.547, 0.622)  0.103
H (-0.165, -5.869, 0.127)  0.103
H (1.834, -4.732, -0.904)  0.099
H (1.763, -2.269, -1.195)  0.066
C (5.921, 0.175, 1.194)  -0.057
N (4.841, 0.210, 2.142)  -0.167
C (5.072, 0.409, 3.562)  -0.110
C (3.648, 0.427, 4.145)  -0.127
N (2.859, -0.070, 3.032)  0.035
C (3.556, -0.085, 1.876)  -0.781
S (2.907, -0.465, 0.385)  0.744
H (6.645, -0.600, 1.463)  0.092
H (6.432, 1.139, 1.165)  0.091
H (5.509, -0.043, 0.212)  0.048
H (5.608, 1.346, 3.734)  0.122
H (5.677, -0.407, 3.972)  0.122
H (3.340, 1.431, 4.434)  0.090
H (3.557, -0.224, 5.015)  0.116
H (1.854, 0.014, 2.984)  0.092

[6]
DFT (the ωB97M-V functional and the def2-TZVPD basis) results for a gas-phase ion, C5H10NS (charge +1).

Summary:
HOMO level (spin up / spin down)	-11.1 / -15.7	eV
energy above the lowest of the compared OMol25 structures with the same formula, charge and spin	50.8	kcal/mol
total charge	+1
lowest unoccupied orbital energy (spin up / spin down)	-3.204 / -7.713	eV
<S²>	2.00
multiplicity	3

Last column: natural (NBO) charge in e.
Atoms and positions in Å:
C (-1.444, 0.570, 0.715)  -0.483
C (-1.112, -1.058, 0.766)  -0.373
C (-0.346, 1.270, -0.056)  -0.152
C (0.027, -1.137, -0.331)  -0.252
C (1.980, 0.340, -0.987)  -0.422
N (0.853, -0.049, -0.180)  -0.469
S (2.366, -0.139, 0.690)  0.745
H (-2.485, 0.712, 0.294)  0.262
H (-1.470, 0.978, 1.867)  0.253
H (-0.589, -1.345, 1.775)  0.224
H (-1.929, -1.747, 0.623)  0.253
H (-0.671, 1.533, -1.101)  0.236
H (0.218, 2.039, 0.416)  0.222
H (0.626, -1.995, -0.249)  0.225
H (-0.440, -1.002, -1.284)  0.215
H (2.328, -0.338, -1.736)  0.257
H (2.088, 1.368, -1.222)  0.260